[1]
This record from the Open Molecules 2025 dataset describes a 2-piece molecular cluster, C4H10NO2 overall at a distorted geometry. The level of theory is the ωB97M-V functional and the def2-TZVPD basis.

Positions of all 17 atoms, in Å:
C (-1.161, 1.082, 0.953)
C (-1.157, -0.068, 0.092)
C (0.270, 0.976, 1.505)
C (0.488, 0.602, 2.788)
N (0.596, -1.415, -2.963)
O (-0.953, -0.100, -1.132)
O (1.203, 1.199, 0.558)
H (-1.168, 2.048, 0.356)
H (-1.883, 1.156, 1.770)
H (-1.576, -1.036, 0.436)
H (1.481, 0.521, 3.299)
H (-0.329, 0.303, 3.410)
H (0.899, -2.283, -2.418)
H (1.485, -0.977, -3.087)
H (0.074, -1.603, -3.888)
H (-0.326, -1.164, -2.483)
H (2.058, 0.759, 0.806)

Output
- relative energy (zero: lowest compared OMol25 entry of this formula, charge and spin) (kcal/mol) = 68.3
- molecular weight (g mol⁻¹) = 104.1
- HOMO-LUMO gap (eV) = 8.4
- E_HOMO (eV) = -12.302
- maximum force (eV/A) = 4.81
- net charge = +1
- LUMO level (eV) = -3.9

From a Mulliken analysis of the wavefunction, the atomic charges in e read: C -0.5145; C 0.1100; C 0.5498; C -0.8993; N -0.4631; O -0.6471; O -0.4853; H 0.2106; H 0.3762; H 0.4143; H 0.2527; H 0.2343; H 0.3943; H 0.3351; H 0.4429; H 0.3345; H 0.3547

---

[2]
This record from the Open Molecules 2025 dataset describes C13H23Cl3NO4P2Pb as an isolated structure at a distorted geometry. The level of theory is the ωB97M-V functional and the def2-TZVPD basis.

Positions of all 47 atoms, in Å:
Pb (0.540, -1.350, 1.165)
P (-1.739, -2.057, -0.188)
C (-1.577, -1.328, -1.774)
C (-1.075, -0.005, -1.922)
N (-0.080, 0.484, -1.081)
C (-0.046, 1.815, -0.898)
C (-0.730, 2.727, -1.724)
C (-1.415, 2.217, -2.824)
C (-1.571, 0.862, -2.953)
C (0.741, 2.321, 0.297)
P (2.089, 1.200, 0.825)
H (-2.166, 0.390, -3.755)
H (-0.693, 3.798, -1.554)
H (-1.883, 2.875, -3.555)
H (1.137, 3.312, 0.040)
H (0.051, 2.415, 1.156)
H (2.139, -3.048, -4.654)
H (-2.231, -1.735, -2.552)
H (2.472, -0.978, -2.014)
O (1.948, -3.347, -3.773)
H (1.012, -3.581, -3.835)
H (2.040, -0.900, -0.388)
O (2.866, -0.908, -1.159)
H (3.511, -1.610, -0.972)
C (3.398, 1.749, -0.322)
H (3.574, 2.825, -0.238)
H (4.345, 1.242, -0.105)
H (3.138, 1.537, -1.365)
C (2.574, 2.079, 2.347)
H (3.450, 1.603, 2.798)
H (2.817, 3.134, 2.163)
H (1.763, 2.036, 3.082)
C (-3.121, -1.214, 0.681)
H (-4.062, -1.466, 0.161)
H (-3.183, -1.535, 1.737)
H (-2.966, -0.123, 0.664)
C (-2.366, -3.748, -0.442)
H (-2.378, -4.314, 0.506)
H (-3.388, -3.694, -0.851)
H (-1.706, -4.266, -1.155)
Cl (-0.995, -0.774, 5.941)
C (-1.310, 0.303, 4.566)
Cl (-3.037, 0.364, 4.195)
Cl (-0.614, 1.914, 4.815)
C (-0.604, -0.259, 3.297)
O (0.141, -1.288, 3.429)
O (-0.810, 0.328, 2.189)

Output
- relative energy (zero: lowest compared OMol25 entry of this formula, charge and spin) (kcal/mol) = 19.0
- molecular weight (g mol⁻¹) = 632.8
- HOMO-LUMO gap (spin up / spin down) (eV) = 4.9 / 4.9
- E_HOMO (spin up / spin down) (eV) = -18.008 / -18.008
- maximum force (eV/A) = 3.45
- net charge = +3
- LUMO level (spin up / spin down) (eV) = -13.1 / -13.1

From a Mulliken analysis of the wavefunction, the atomic charges in e read: Pb 0.7231; P 0.4766; C -0.4752; C 0.3229; N 0.2746; C 0.2794; C -0.6896; C -0.6920; C -0.5881; C -0.8455; P 0.3257; H 0.4840; H 0.5761; H 0.4866; H 0.7681; H 0.4201; H 0.3444; H 0.4579; H 0.4369; O -0.6286; H 0.3098; H 0.1071; O -0.2928; H 0.4491; C -1.2383; H 0.4428; H 0.4249; H 0.3658; C -0.9884; H 0.4366; H 0.4242; H 0.2174; C -1.0196; H 0.5073; H 0.3474; H 0.3092; C -1.1086; H 0.4223; H 0.4307; H 0.3995; Cl -0.0569; C 0.7887; Cl -0.0823; Cl -0.0825; C 0.1594; O -0.6457; O -0.4847

---

[3]
This record from the Open Molecules 2025 dataset describes a 2-piece molecular cluster, C4H10ClPS overall at a distorted geometry. The level of theory is the ωB97M-V functional and the def2-TZVPD basis.

Positions of all 17 atoms, in Å:
C (2.862, -1.217, 0.338)
C (1.614, -0.436, -0.039)
C (1.770, 1.138, -0.064)
C (0.552, 1.775, -0.482)
S (-0.216, 3.056, 0.378)
H (2.662, -2.233, 0.607)
H (3.138, -0.949, 1.391)
H (3.722, -1.090, -0.229)
H (0.885, -0.713, 0.845)
H (1.132, -0.675, -0.953)
H (2.423, 1.351, -0.938)
H (2.340, 1.460, 0.902)
H (-0.026, 1.641, -1.420)
P (-5.010, -0.364, 0.425)
Cl (-4.780, 1.487, -0.379)
H (-3.568, -0.534, 0.472)
H (-5.173, -1.301, -0.678)

Output
- relative energy (zero: lowest compared OMol25 entry of this formula, charge and spin) (kcal/mol) = 46.4
- molecular weight (g mol⁻¹) = 156.6
- HOMO-LUMO gap (eV) = 8.3
- E_HOMO (eV) = -8.552
- maximum force (eV/A) = 5.95
- net charge = 0
- LUMO level (eV) = -0.3

From a Mulliken analysis of the wavefunction, the atomic charges in e read: C -1.2731; C -0.3923; C -0.1413; C -0.5201; S -0.2080; H 0.3796; H 0.3175; H 0.3688; H 0.2117; H 0.3998; H 0.2354; H 0.3160; H 0.3050; P 0.0476; Cl -0.1711; H 0.0486; H 0.0757

---

[4]
This record from the Open Molecules 2025 dataset describes C12H20BrEuN2O2P as an isolated structure at a distorted geometry. The level of theory is the ωB97M-V functional and the def2-TZVPD basis.

Positions of all 39 atoms, in Å:
C (-0.342, -1.600, -2.428)
C (-0.222, -0.070, -2.203)
N (-0.096, 0.375, -0.931)
C (0.283, 1.646, -0.653)
C (0.311, 2.570, -1.705)
C (0.077, 2.180, -3.013)
C (-0.132, 0.813, -3.319)
C (1.161, 1.891, 0.564)
P (0.692, 1.163, 2.317)
H (-0.345, 0.426, -4.325)
H (0.658, 3.571, -1.457)
H (0.058, 2.907, -3.831)
C (-2.524, -1.882, -1.324)
C (-0.831, -3.661, -1.200)
H (1.547, 2.947, 0.552)
H (0.670, -2.085, -2.513)
H (-0.894, -1.777, -3.387)
C (-0.322, 2.503, 3.095)
C (2.321, 1.589, 3.020)
H (-0.620, 2.171, 4.110)
H (0.261, 3.443, 3.158)
H (-1.234, 2.640, 2.487)
H (2.483, 0.928, 3.874)
H (3.092, 1.385, 2.268)
H (2.378, 2.636, 3.353)
H (-1.327, -4.191, -2.020)
H (0.256, -3.849, -1.235)
H (-1.239, -4.031, -0.250)
H (-2.984, -2.415, -2.177)
H (-2.961, -2.219, -0.370)
H (-2.644, -0.791, -1.431)
C (-0.211, -1.789, 3.740)
O (-0.309, -2.209, 4.776)
Eu (-0.012, -1.333, 0.894)
O (2.087, -1.603, 0.611)
H (2.006, 1.264, 0.482)
H (2.527, -1.100, -0.085)
N (-1.088, -2.230, -1.314)
Br (-2.534, -0.213, 1.872)

Output
- <S²> = 15.7752
- molecular weight (g mol⁻¹) = 487.1
- HOMO-LUMO gap (spin up / spin down) (eV) = 6.8 / 3.1
- E_HOMO (spin up / spin down) (eV) = -15.530 / -15.460
- maximum force (eV/A) = 2.76
- net charge = +2
- spin multiplicity = 8
- LUMO level (spin up / spin down) (eV) = -8.7 / -12.3

From a Mulliken analysis of the wavefunction, the atomic charges in e read: C -0.6525; C 0.6055; N 0.5111; C 0.8342; C -0.9939; C -0.5547; C -1.0711; C -1.2352; P 0.7845; H 0.4414; H 0.4434; H 0.4417; C -0.9361; C -0.9810; H 0.4870; H 0.3633; H 0.4770; C -1.1762; C -1.2079; H 0.3821; H 0.4346; H 0.3427; H 0.3999; H 0.4195; H 0.3831; H 0.3970; H 0.4245; H 0.4281; H 0.3798; H 0.4508; H 0.3321; C 0.1363; O -0.0421; Eu 0.7915; O -0.7403; H 0.4062; H 0.2753; N 0.1520; Br -0.3336

---

[5]
This record from the Open Molecules 2025 dataset describes C24H15Cl5MnSSb as an isolated structure. The level of theory is the ωB97M-V functional and the def2-TZVPD basis.

Positions of all 47 atoms, in Å:
Mn (0.811, 1.629, 2.995)
Cl (-2.011, 3.110, 1.312)
C (-2.362, 1.783, 2.381)
C (-1.309, 1.237, 3.101)
C (-1.629, 0.127, 3.875)
Cl (-0.327, -0.644, 4.753)
C (-2.913, -0.389, 4.000)
Cl (-3.254, -1.749, 5.011)
C (-3.936, 0.205, 3.264)
Cl (-5.540, -0.431, 3.352)
C (-3.663, 1.301, 2.444)
Cl (-4.930, 1.991, 1.503)
C (-3.625, -0.011, -1.592)
C (-3.323, -0.599, -0.372)
C (-2.033, -0.516, 0.133)
C (-1.023, 0.133, -0.576)
C (-1.343, 0.728, -1.792)
C (-2.634, 0.656, -2.297)
Sb (0.886, 0.286, 0.391)
C (1.609, -1.677, -0.093)
C (0.770, -2.783, 0.024)
C (1.243, -4.062, -0.229)
C (2.568, -4.254, -0.595)
C (3.414, -3.160, -0.704)
C (2.936, -1.880, -0.454)
C (1.994, 1.314, -1.102)
C (2.667, 2.480, -0.752)
C (3.412, 3.161, -1.708)
C (3.491, 2.684, -3.007)
C (2.831, 1.512, -3.358)
C (2.089, 0.828, -2.407)
H (-4.635, -0.055, -1.981)
H (-4.096, -1.097, 0.201)
H (-1.828, -0.939, 1.113)
H (-0.589, 1.272, -2.348)
H (-2.868, 1.134, -3.241)
H (-0.270, -2.655, 0.302)
H (0.575, -4.910, -0.140)
H (2.940, -5.252, -0.792)
H (4.451, -3.300, -0.984)
H (3.609, -1.035, -0.547)
H (2.636, 2.834, 0.277)
H (3.939, 4.064, -1.425)
H (4.075, 3.218, -3.748)
H (2.900, 1.128, -4.369)
H (1.593, -0.097, -2.679)
S (2.700, 2.679, 2.861)

Output
- relative energy (zero: lowest compared OMol25 entry of this formula, charge and spin) (kcal/mol) = 0.0
- <S²> = 8.7713
- molecular weight (g mol⁻¹) = 689.4
- HOMO-LUMO gap (spin up / spin down) (eV) = 5.7 / 6.2
- E_HOMO (spin up / spin down) (eV) = -3.361 / -3.882
- maximum force (eV/A) = 0.46
- net charge = -1
- spin multiplicity = 6
- LUMO level (spin up / spin down) (eV) = 2.3 / 2.3

From a Mulliken analysis of the wavefunction, the atomic charges in e read: Mn -0.2981; Cl -0.1730; C 1.6521; C -1.9938; C 1.5506; Cl -0.2344; C -0.4639; Cl -0.2020; C 0.6273; Cl -0.1963; C -0.4660; Cl -0.1599; C -0.5455; C -0.8911; C -0.6115; C 0.4705; C -0.3662; C -0.5874; Sb 1.6278; C 0.1682; C -0.3759; C -0.5875; C -0.4109; C -0.5725; C -0.3709; C -0.1083; C -0.4780; C -0.5782; C -0.3879; C -0.7167; C -0.0353; H 0.3855; H 0.4126; H 0.4960; H 0.4045; H 0.3753; H 0.2082; H 0.3845; H 0.3583; H 0.3669; H 0.4397; H -0.0371; H 0.4124; H 0.3619; H 0.3643; H 0.5227; S -0.7406

---

[6]
This record from the Open Molecules 2025 dataset describes a 2-piece molecular cluster, C3H9NS2 overall at a distorted geometry. The level of theory is the ωB97M-V functional and the def2-TZVPD basis.

Positions of all 15 atoms, in Å:
C (-2.058, 1.063, 0.382)
S (-2.590, 0.033, -1.031)
S (-1.958, -1.847, -0.522)
H (-2.329, 0.454, 1.263)
H (-0.947, 1.280, 0.370)
H (-2.835, 1.873, 0.307)
H (-2.883, -2.176, 0.406)
C (1.662, 0.645, -0.819)
C (2.259, -0.937, 0.770)
N (1.440, -0.019, 0.474)
H (1.125, 0.142, -1.620)
H (1.268, 1.687, -0.745)
H (2.735, 0.665, -1.089)
H (2.259, -1.315, 1.796)
H (2.851, -1.548, 0.058)

Output
- relative energy (zero: lowest compared OMol25 entry of this formula, charge and spin) (kcal/mol) = 50.3
- <S²> = 0.7550
- molecular weight (g mol⁻¹) = 123.2
- HOMO-LUMO gap (spin up / spin down) (eV) = 8.2 / 4.1
- E_HOMO (spin up / spin down) (eV) = -12.982 / -12.928
- maximum force (eV/A) = 1.66
- net charge = +1
- spin multiplicity = 2
- LUMO level (spin up / spin down) (eV) = -4.8 / -8.9

From a Mulliken analysis of the wavefunction, the atomic charges in e read: C -0.6248; S 0.3320; S 0.0265; H 0.3470; H 0.2744; H 0.3385; H 0.2695; C -0.8989; C -0.2529; N -0.3310; H 0.3252; H 0.2599; H 0.4011; H 0.2626; H 0.2708

---

- Which value of maximum force does entry 2 give?
  3.45 eV/A